Density functional theory data (ωB97M-V/def2-TZVPD) for 11 unconnected molecules or ions with the total composition C44H88O11 in a non-equilibrium geometry.

E_HOMO (alpha / beta) ... -11.1 / -11.1 eV
Energy relative to the best compared isomer or geometry (same formula, charge and spin) ... 55.8 kcal per mole
Spin multiplicity ... 2
Molecular weight ... 793.177 g/mol
Net charge ... +1
Frontier orbital gap (alpha / beta) ... 8.713 / 2.759 eV
Largest force on an atom ... 6.61 eV/A
Lowest unoccupied orbital energy (alpha / beta) ... -2.34 / -8.29 eV
DFT total energy ... -2556.243706 a.u.

Last columns: bonded neighbours and bond lengths (Å).
Atoms and positions in Å:
1 O -1.48 3.60 3.15  C18 1.424, C24 1.405
2 O -5.19 -2.50 -2.42  C37 1.410, C42 1.466
3 O 4.33 0.70 -3.17  C34 1.482, C55 1.464
4 O 0.84 -0.54 1.61  C30 1.432, C54 1.438
5 O -3.82 -1.09 4.42  C23 1.438, C45 1.460
6 O 2.22 -4.02 -0.05  C13 1.370, C33 1.458
7 O -4.22 1.52 -0.69  C15 1.422, C27 1.426
8 O 3.78 -3.39 3.47  C22 1.414, C31 1.473
9 O -1.90 5.46 -3.07  C32 1.385, C43 1.448
10 O 3.21 5.50 -0.21  C40 1.425, C52 1.395
11 O 5.57 1.84 1.20  C19 1.475, C49 1.463
12 C 6.80 0.58 2.74  C19 1.469, C41 1.501, H100 1.090, H126 1.090
13 C 1.93 -4.12 -1.38  O6 1.370, C46 1.371, H112 1.090, H113 1.090
14 C 1.68 -3.50 4.59  C22 1.539, C29 1.518, H114 1.090, H138 1.090
15 C -5.30 2.43 -0.79  O7 1.422, C25 1.516, H67 1.090, H136 1.090
16 C -0.41 3.95 -4.01  C35 1.508, C43 1.490, H72 1.090, H104 1.090
17 C 0.21 -0.05 -0.63  C20 1.550, C30 1.530, H111 1.090, H130 1.090
18 C -2.68 2.87 3.34  O1 1.424, C47 1.549, H109 1.090, H127 1.090
19 C 6.94 1.61 1.70  O11 1.475, C12 1.469, H69 1.090, H73 1.090
20 C -1.02 -0.60 0.14  C17 1.550, C54 1.513, H59 1.090, H65 1.090
21 C 1.62 3.80 -0.44  C39 1.478, C40 1.555, H75 1.090, H108 1.090
22 C 2.44 -2.95 3.38  O8 1.414, C14 1.539, H87 1.090, H110 1.090
23 C -4.81 -0.70 3.45  O5 1.438, C38 1.504, H120 1.090, H132 1.090
24 C -1.49 4.41 2.00  O1 1.405, C28 1.531, H64 1.090, H78 1.090
25 C -6.09 1.88 -1.96  C15 1.516, C53 1.470, H58 1.090, H95 1.090
26 C 3.49 -5.81 -0.87  C33 1.583, C46 1.513, H107 1.090, H143 1.090
27 C -4.50 0.35 -1.45  O7 1.426, C53 1.489, H71 1.090, H115 1.090
28 C -2.98 4.53 1.69  C24 1.531, C47 1.546, H92 1.090, H119 1.090
29 C 2.37 -4.82 4.88  C14 1.518, C31 1.551, H76 1.090, H98 1.090
30 C 1.38 -0.43 0.28  O4 1.432, C17 1.530, H90 1.090, H139 1.090
31 C 3.82 -4.51 4.43  O8 1.473, C29 1.551, H123 1.090, H133 1.090
32 C -2.44 4.23 -2.78  O9 1.385, C35 1.490, H61 1.090, H82 1.090
33 C 2.79 -5.27 0.44  O6 1.458, C26 1.583, H101 1.090, H128 1.090
34 C 4.96 -0.09 -2.08  O3 1.482, C50 1.548, H84 1.090, H118 1.090
35 C -1.26 3.33 -2.93  C16 1.508, C32 1.490, H56 1.090, H124 1.090
36 C 3.39 -1.33 -3.40  C50 1.560, C55 1.524, H96 1.090, H137 1.090
37 C -4.27 -3.26 -1.67  O2 1.410, C51 1.495, H70 1.090, H103 1.090
38 C -4.58 -1.54 2.22  C23 1.504, C48 1.515, H86 1.090, H97 1.090
39 C 1.03 5.12 -0.75  C21 1.478, C52 1.492, H66 1.090, H93 1.090
40 C 3.12 4.08 -0.15  O10 1.425, C21 1.555, H91 1.090, H122 1.090
41 C 5.40 0.75 3.26  C12 1.501, C49 1.486, H88 1.090, H135 1.090
42 C -4.92 -2.47 -3.86  O2 1.466, C44 1.551, H60 1.090, H74 1.090
43 C -0.96 5.32 -4.16  O9 1.448, C16 1.490, H85 1.090, H134 1.090
44 C -3.57 -3.22 -3.92  C42 1.551, C51 1.554, H62 1.090, H129 1.090
45 C -3.32 -2.44 4.20  O5 1.460, C48 1.578, H94 1.090, H105 1.090
46 C 2.96 -4.86 -1.92  C13 1.371, C26 1.513, H116 1.090, H125 1.090
47 C -3.54 3.15 2.08  C18 1.549, C28 1.546, H77 1.090, H80 1.090
48 C -3.79 -2.74 2.72  C38 1.515, C45 1.578, H57 1.090, H121 1.090
49 C 4.64 1.07 2.03  O11 1.463, C41 1.486, H68 1.090, H141 1.090
50 C 4.47 -1.54 -2.29  C34 1.548, C36 1.560, H63 1.090, H99 1.090
51 C -3.01 -3.22 -2.47  C37 1.495, C44 1.554, H79 1.090, H131 1.090
52 C 2.22 5.95 -1.09  O10 1.395, C39 1.492, H89 1.090, H106 1.090
53 C -5.91 0.42 -1.91  C25 1.470, C27 1.489, H117 1.090, H142 1.090
54 C -0.59 -0.40 1.57  O4 1.438, C20 1.513, H81 1.090, H140 1.090
55 C 3.91 -0.19 -4.26  O3 1.464, C36 1.524, H83 1.090, H102 1.090
56 H -1.58 2.35 -3.29  C35 1.090
57 H -4.28 -3.71 2.63  C48 1.090
58 H -5.88 2.30 -2.94  C25 1.090
59 H -1.17 -1.68 0.01  C20 1.090
60 H -4.84 -1.49 -4.33  C42 1.090
61 H -2.97 4.25 -1.82  C32 1.090
62 H -2.85 -2.81 -4.63  C44 1.090
63 H 3.94 -1.97 -1.44  C50 1.090
64 H -1.07 3.73 1.25  C24 1.090
65 H -1.92 -0.09 -0.20  C20 1.090
66 H 0.51 5.57 0.10  C39 1.090
67 H -4.91 3.45 -0.88  C15 1.090
68 H 4.48 0.12 1.51  C49 1.090
69 H 7.38 2.49 2.17  C19 1.090
70 H -4.72 -4.24 -1.53  C37 1.090
71 H -3.86 0.24 -2.33  C27 1.090
72 H 0.67 3.83 -3.87  C16 1.090
73 H 7.55 1.24 0.88  C19 1.090
74 H -5.69 -2.98 -4.45  C42 1.090
75 H 1.50 3.11 -1.27  C21 1.090
76 H 1.98 -5.43 4.06  C29 1.090
77 H -4.59 3.13 2.35  C47 1.090
78 H -0.91 5.29 2.28  C24 1.090
79 H -2.57 -2.24 -2.28  C51 1.090
80 H -3.48 2.29 1.41  C47 1.090
81 H -0.91 0.58 1.92  C54 1.090
82 H -3.28 4.07 -3.46  C32 1.090
83 H 4.78 -0.46 -4.86  C55 1.090
84 H 4.75 0.30 -1.08  C34 1.090
85 H -0.18 6.09 -4.15  C43 1.090
86 H -5.55 -1.89 1.87  C38 1.090
87 H 1.87 -3.34 2.53  C22 1.090
88 H 5.19 1.54 3.98  C41 1.090
89 H 2.07 7.01 -0.89  C52 1.090
90 H 2.14 0.35 0.18  C30 1.090
91 H 3.74 3.70 -0.96  C40 1.090
92 H -3.38 5.31 2.35  C28 1.090
93 H 0.32 5.01 -1.57  C39 1.090
94 H -3.57 -3.14 5.00  C45 1.090
95 H -7.16 1.92 -1.75  C25 1.090
96 H 2.52 -0.87 -2.94  C36 1.090
97 H -3.97 -1.00 1.50  C38 1.090
98 H 2.28 -5.21 5.90  C29 1.090
99 H 5.12 -2.29 -2.75  C50 1.090
100 H 7.47 0.72 3.59  C12 1.090
101 H 3.51 -5.08 1.24  C33 1.090
102 H 3.18 0.37 -4.85  C55 1.090
103 H -4.16 -2.82 -0.67  C37 1.090
104 H -0.43 3.50 -5.01  C16 1.090
105 H -2.24 -2.31 4.22  C45 1.090
106 H 2.47 6.08 -2.15  C52 1.090
107 H 4.56 -5.99 -0.81  C26 1.090
108 H 1.18 3.50 0.51  C21 1.090
109 H -3.11 3.31 4.25  C18 1.090
110 H 2.31 -1.87 3.40  C22 1.090
111 H 0.44 -0.50 -1.59  C17 1.090
112 H 2.03 -3.21 -1.97  C13 1.090
113 H 0.90 -4.39 -1.59  C13 1.090
114 H 0.68 -3.83 4.28  C14 1.090
115 H -4.29 -0.56 -0.90  C27 1.090
116 H 3.61 -4.11 -2.37  C46 1.090
117 H -6.11 -0.11 -2.85  C53 1.090
118 H 6.05 -0.05 -2.19  C34 1.090
119 H -3.19 4.76 0.65  C28 1.090
120 H -4.61 0.36 3.34  C23 1.090
121 H -2.91 -2.90 2.10  C48 1.090
122 H 3.53 3.47 0.66  C40 1.090
123 H 4.24 -5.45 4.07  C31 1.090
124 H -0.86 3.18 -1.93  C35 1.090
125 H 2.62 -5.47 -2.76  C46 1.090
126 H 6.96 -0.42 2.33  C12 1.090
127 H -2.47 1.80 3.41  C18 1.090
128 H 1.90 -5.78 0.82  C33 1.090
129 H -3.67 -4.22 -4.34  C44 1.090
130 H 0.14 1.03 -0.77  C17 1.090
131 H -2.42 -4.07 -2.11  C51 1.090
132 H -5.79 -0.76 3.93  C23 1.090
133 H 4.37 -4.24 5.33  C31 1.090
134 H -1.51 5.43 -5.10  C43 1.090
135 H 4.94 -0.17 3.60  C41 1.090
136 H -5.86 2.38 0.14  C15 1.090
137 H 3.08 -2.25 -3.90  C36 1.090
138 H 1.52 -2.90 5.48  C14 1.090
139 H 1.80 -1.38 -0.05  C30 1.090
140 H -1.18 -1.11 2.15  C54 1.090
141 H 3.68 1.59 2.14  C49 1.090
142 H -6.45 -0.07 -1.11  C53 1.090
143 H 3.07 -6.79 -1.04  C26 1.090

Mulliken atomic charge list, values in e, 2 entries:
1. O -0.135
2. O -0.432